Formula: C21H28ClN3O
Source: the OMol25 dataset
Level of theory: wB97M-V/def2-TZVPD

Summary:
net charge	0
total energy	-1516.762955	Ha
HOMO level	-8.6	eV

Atoms and positions in Å:
1 C 1.076 2.989 -0.945
2 C 1.030 1.472 -0.800
3 C 1.990 0.756 -1.754
4 C 3.433 0.774 -1.239
5 N 3.567 -0.061 -0.055
6 C 4.426 0.486 0.978
7 C 5.895 0.700 0.593
8 C 3.798 -1.468 -0.343
9 C 3.036 -2.351 0.651
10 N 1.633 -2.025 0.606
11 C 0.664 -2.953 0.466
12 O 0.893 -4.149 0.457
13 C -0.724 -2.412 0.314
14 C -1.690 -3.284 -0.225
15 C -2.982 -2.880 -0.408
16 C -3.378 -1.574 -0.068
17 C -4.693 -1.070 -0.238
18 Cl -5.940 -2.074 -0.900
19 C -4.963 0.216 0.126
20 C -3.909 1.004 0.656
21 N -2.693 0.590 0.837
22 C -2.410 -0.687 0.489
23 C -1.093 -1.140 0.683
24 C -4.409 2.383 0.954
25 C -5.936 2.217 0.968
26 C -6.227 1.009 0.061
27 H 2.071 3.375 -0.736
28 H 0.378 3.452 -0.251
29 H 0.800 3.285 -1.955
30 H 1.293 1.206 0.226
31 H 0.009 1.133 -0.986
32 H 1.671 -0.281 -1.880
33 H 1.955 1.234 -2.735
34 H 3.695 1.799 -0.970
35 H 4.115 0.457 -2.043
36 H 3.995 1.445 1.284
37 H 4.377 -0.186 1.838
38 H 5.980 1.391 -0.243
39 H 6.367 -0.238 0.313
40 H 6.436 1.114 1.440
41 H 3.425 -1.682 -1.346
42 H 4.863 -1.736 -0.316
43 H 3.144 -3.407 0.397
44 H 3.417 -2.196 1.667
45 H 1.436 -1.041 0.509
46 H -1.374 -4.284 -0.482
47 H -3.716 -3.558 -0.817
48 H -0.412 -0.445 1.148
49 H -4.092 3.054 0.152
50 H -4.009 2.770 1.890
51 H -6.267 1.995 1.983
52 H -6.451 3.115 0.633
53 H -6.406 1.325 -0.971
54 H -7.093 0.435 0.388

Formula: C40H37As2BiCl5N5O9S2
Source: the OMol25 dataset
Level of theory: wB97M-V/def2-TZVPD

Summary:
net charge	0
total energy	-10280.828798	Ha
HOMO level	-7.8	eV

Atoms and positions in Å:
1 Bi 1.399 -0.914 -0.322
2 C 4.667 1.801 -4.637
3 S 3.231 0.682 -4.612
4 C 2.825 0.765 -2.881
5 S 3.534 -0.411 -1.802
6 N 2.050 1.702 -2.508
7 N 1.458 1.815 -1.344
8 C 1.595 2.837 -0.586
9 C 0.856 2.951 0.669
10 C 1.089 4.049 1.498
11 C 0.438 4.125 2.717
12 C -0.401 3.087 3.085
13 C -0.566 2.027 2.205
14 N 0.029 1.958 1.021
15 H 5.023 1.800 -5.664
16 H 4.353 2.800 -4.346
17 H 5.434 1.414 -3.972
18 H 2.313 3.626 -0.808
19 H 1.786 4.819 1.195
20 H 0.598 4.965 3.379
21 H -0.909 3.088 4.039
22 H -1.178 1.175 2.477
23 C 3.215 -2.509 2.060
24 N 2.594 -2.574 0.747
25 C 2.451 -3.724 0.162
26 C 1.816 -3.824 -1.084
27 C 1.613 -4.876 -1.986
28 C 1.003 -4.326 -3.106
29 C 0.841 -2.962 -2.855
30 N 1.326 -2.666 -1.646
31 C 4.676 -2.108 2.058
32 C 5.551 -2.799 2.889
33 C 6.892 -2.453 2.948
34 C 7.374 -1.417 2.164
35 C 6.507 -0.721 1.336
36 C 5.165 -1.062 1.286
37 H 3.135 -3.483 2.553
38 H 2.655 -1.802 2.670
39 H 2.834 -4.627 0.637
40 H 1.896 -5.902 -1.830
41 H 0.711 -4.845 -4.002
42 H 0.427 -2.197 -3.493
43 H 5.180 -3.615 3.497
44 H 7.564 -2.996 3.600
45 H 8.423 -1.154 2.193
46 H 6.875 0.090 0.721
47 H 4.503 -0.519 0.629
48 Cl 0.718 0.284 7.307
49 C 0.507 -0.179 5.661
50 C 1.288 0.388 4.662
51 Cl 2.469 1.569 5.077
52 C 1.128 0.004 3.335
53 Cl 2.140 0.773 2.144
54 C 0.194 -0.986 2.926
55 O 0.030 -1.402 1.727
56 C -0.595 -1.519 3.989
57 Cl -1.765 -2.699 3.546
58 C -0.451 -1.132 5.308
59 Cl -1.455 -1.820 6.523
60 C -0.082 4.058 -4.170
61 O -0.964 3.481 -3.199
62 C -1.139 2.161 -3.301
63 O -0.595 1.473 -4.132
64 C -2.006 1.574 -2.245
65 C -3.079 2.213 -1.786
66 As -4.296 1.555 -0.407
67 C -5.866 1.475 -1.603
68 C -3.870 -0.344 -0.381
69 C -2.707 -0.911 -0.693
70 As -1.299 -0.223 -1.877
71 C -2.233 -1.023 -3.445
72 C -2.357 -2.320 -0.387
73 O -1.421 -2.848 -0.950
74 O -3.089 -2.921 0.534
75 C -2.771 -4.292 0.777
76 C -5.025 -1.062 0.231
77 O -5.577 -2.031 -0.209
78 O -5.466 -0.359 1.298
79 C -6.588 -0.887 2.008
80 C -3.569 3.448 -2.478
81 O -3.836 3.439 -3.649
82 O -3.803 4.565 -1.766
83 C -3.435 4.674 -0.396
84 H -0.284 5.126 -4.173
85 H -0.265 3.619 -5.148
86 H 0.950 3.856 -3.881
87 H -6.173 2.488 -1.861
88 H -6.697 0.970 -1.113
89 H -5.607 0.947 -2.519
90 H -3.281 -0.726 -3.454
91 H -2.165 -2.108 -3.369
92 H -1.748 -0.689 -4.359
93 H -3.266 -4.570 1.702
94 H -1.692 -4.415 0.859
95 H -3.137 -4.905 -0.048
96 H -7.139 -0.036 2.399
97 H -6.235 -1.514 2.827
98 H -7.214 -1.478 1.342
99 H -3.211 5.725 -0.225
100 H -2.558 4.067 -0.158
101 H -4.266 4.377 0.250

Formula: C6H13NO3
Source: the OMol25 dataset
Level of theory: wB97M-V/def2-TZVPD

Summary:
net charge	0
total energy	-516.888823	Ha
HOMO level	-7.8	eV

Atoms and positions in Å:
1 C -0.232 2.114 -0.317
2 C -0.460 0.703 -0.806
3 C 0.001 0.445 -2.219
4 C -1.348 -0.100 -0.160
5 N -1.722 -1.360 -0.510
6 O -1.913 0.320 1.004
7 H -1.143 2.715 -0.389
8 H 0.548 2.613 -0.901
9 H 0.101 2.110 0.726
10 H 0.989 0.890 -2.381
11 H 0.102 -0.624 -2.429
12 H -0.694 0.876 -2.945
13 H -1.331 -1.643 -1.406
14 H -1.390 -2.035 0.179
15 H -2.619 -0.328 1.170
16 C 0.890 -0.676 2.252
17 C 1.668 -0.613 0.922
18 O 2.613 0.132 0.717
19 O 1.536 -1.766 0.212
20 H 1.570 -1.015 3.036
21 H 0.518 0.324 2.489
22 H 0.050 -1.375 2.192
23 H 2.266 -1.706 -0.438

- The highest total energy belongs to which entry?
  C6H13NO3

- What is the net charge in the third record?
  0